Model 1:
A 2-piece molecular cluster, C2H9N2OP3 overall, computed with ωB97M-V with the def2-TZVPD basis set.

Geometry (Å):
H  0.932  1.703  2.697
H  -0.501  -3.429  -1.409
N  -0.043  -1.077  -2.590
P  1.100  -1.498  -1.448
P  0.170  2.632  1.901
C  0.428  1.324  0.619
H  1.382  0.842  -0.983
C  -1.233  -0.080  1.443
N  -0.191  0.213  0.552
O  1.356  1.646  -0.294
H  -0.442  -1.562  -3.374
H  -1.389  0.764  2.158
P  0.917  -3.487  -1.188
H  -2.300  -0.172  1.049
H  1.269  3.476  1.576
H  -0.898  -1.073  1.804
H  -0.558  -0.223  -2.513

Results
E_HOMO   -8.30 eV
Spin multiplicity   1

Atom charges from the natural (NBO) analysis, given in e for atoms 1 to 5:
1. H 0.018
2. H -0.017
3. N -1.187
4. P 0.601
5. P 0.208

***

Model 2:
C2H9N2OP3 as an isolated structure, computed with ωB97M-V with the def2-TZVPD basis set.

Geometry (Å):
H  -1.853  1.374  -1.990
H  -1.173  -2.564  -0.622
H  3.108  0.251  1.298
H  -3.210  0.246  1.920
H  -2.815  1.611  0.989
H  2.654  1.569  0.148
P  -2.295  -0.242  -0.304
N  1.253  -0.114  0.325
O  1.622  -2.028  -0.878
H  0.584  0.578  0.764
H  3.233  -0.078  -0.404
P  -0.833  1.153  -1.054
H  -0.053  0.473  -2.050
C  2.615  0.420  0.352
P  -1.256  -1.966  0.517
N  -2.546  0.604  1.176
C  0.967  -1.286  -0.187

Results
E_HOMO   -7.68 eV
Spin multiplicity   1

Atom charges from the natural (NBO) analysis, given in e for atoms 1 to 5:
1. H 0.000
2. H -0.042
3. H 0.204
4. H 0.407
5. H 0.386

***

Preferred: model 2; penalty for the next structure: 3.1 kcal/mol.

***

Model 1:
A 2-piece molecular cluster, C4H10NO3 overall, computed with ωB97M-V with the def2-TZVPD basis set.

Geometry (Å):
H  0.463  -1.359  -1.386
O  -2.183  1.041  -2.638
H  -0.395  -1.808  2.089
O  -1.262  2.225  -0.408
H  -2.004  1.656  -1.887
H  0.923  -2.434  1.172
H  0.723  0.259  -1.798
H  -1.651  0.250  -2.528
C  -0.165  0.154  0.101
N  0.232  -0.389  -1.209
C  -0.149  1.720  -0.128
H  0.902  0.513  1.942
C  0.630  -1.588  1.800
C  0.889  -0.225  1.151
H  1.886  -0.275  0.718
H  -1.140  -0.253  0.353
H  1.352  -1.756  2.612
O  0.949  2.267  0.046

Results
Total charge   -1
E_HOMO   -4.54 eV
Spin multiplicity   1

Atom charges from the natural (NBO) analysis, given in e for atoms 1 to 5:
1. H 0.354
2. O -1.026
3. H 0.194
4. O -0.797
5. H 0.513

***

Model 2:
C4H10NO3 as an isolated structure, computed with ωB97M-V with the def2-TZVPD basis set.

Geometry (Å):
H  -2.741  0.117  -0.450
N  1.391  0.910  1.297
H  0.902  1.774  1.102
C  -0.201  -0.249  -0.329
C  1.167  0.002  0.235
C  -1.157  -0.767  0.767
C  2.321  -0.104  -0.695
H  -1.223  -0.057  1.609
H  2.395  1.085  1.286
O  -2.396  -1.019  0.288
H  -3.437  0.549  -1.727
H  2.205  -0.747  -1.576
O  -3.029  1.025  -0.994
O  3.398  0.437  -0.461
H  -0.645  0.675  -0.704
H  -0.135  -0.971  -1.141
H  -0.713  -1.715  1.133
H  1.898  -0.947  0.361

Results
Total charge   -1
E_HOMO   -3.59 eV
Spin multiplicity   1

Atom charges from the natural (NBO) analysis, given in e for atoms 1 to 5:
1. H 0.483
2. N -0.829
3. H 0.369
4. C -0.470
5. C -0.004

***

Preferred: model 1; penalty for the next structure: 68.0 kcal/mol.

***

Model 1:
A 2-piece molecular cluster, C3H7O overall, computed with ωB97M-V with the def2-TZVPD basis set.

Geometry (Å):
C  1.071  -0.175  -0.771
H  1.811  -0.970  -0.768
H  1.029  0.369  -1.712
H  0.431  1.360  0.586
C  0.690  0.315  0.493
H  0.844  -1.441  1.704
C  0.656  -0.368  1.681
H  -1.076  -0.212  -1.239
H  -1.917  0.917  -0.673
H  0.548  0.083  2.666
O  -2.002  0.106  -1.187

Results
Total charge   -1
E_HOMO   -1.17 eV
Spin multiplicity   1

Atom charges from the natural (NBO) analysis, given in e for atoms 1 to 5:
1. C -0.863
2. H 0.169
3. H 0.169
4. H 0.149
5. C -0.199

***

Model 2:
A 2-piece molecular cluster, C3H7O overall, computed with ωB97M-V with the def2-TZVPD basis set.

Geometry (Å):
C  0.786  -1.574  0.450
O  0.355  2.222  -0.261
H  0.433  -2.136  1.304
H  -2.049  0.120  -0.394
H  -1.186  -0.248  1.289
C  -0.086  -0.877  -0.369
H  1.738  -1.896  0.071
H  0.918  1.578  -0.727
H  0.468  -0.449  -1.269
C  -1.225  -0.236  0.214
H  -0.165  1.483  0.202

Results
Total charge   -1
E_HOMO   -1.28 eV
Spin multiplicity   1

Atom charges from the natural (NBO) analysis, given in e for atoms 1 to 5:
1. C -0.685
2. O -1.010
3. H 0.161
4. H 0.177
5. H 0.181

***

Preferred: model 1; penalty for the next structure: 11.2 kcal/mol.

***

Model 1:
An isolated ion of composition C2H6N5 and charge +1, computed with ωB97M-V with the def2-TZVPD basis set.

Geometry (Å):
H  -1.717  -0.915  -0.674
H  0.008  -1.878  -0.478
H  2.268  -1.909  0.464
H  0.668  1.434  1.153
C  0.590  1.368  0.130
N  2.012  1.059  -0.302
H  0.091  2.235  -0.345
N  2.535  0.017  -0.214
H  -1.694  0.762  -1.043
C  -0.136  0.069  -0.078
N  0.510  -1.086  0.000
N  -1.379  0.015  -0.447
N  1.870  -1.067  0.373

Results
Total charge   +1
SMILES   [NH2+]=C1CN=NNN1
E_HOMO   -13.79 eV
Spin multiplicity   1

Atom charges from the natural (NBO) analysis, given in e for atoms 1 to 5:
1. H 0.404
2. H 0.429
3. H 0.409
4. H 0.267
5. C -0.356

***

Model 2:
An isolated ion of composition C2H6N5 and charge +1, computed with ωB97M-V with the def2-TZVPD basis set.

Geometry (Å):
C  -2.050  -0.672  0.188
H  1.216  0.593  1.392
N  -0.102  0.395  0.070
H  0.332  -0.160  -2.050
N  -1.261  1.256  -0.461
C  -0.740  -0.816  0.518
H  0.730  2.096  0.648
N  0.884  0.018  -1.205
H  -0.120  -1.692  0.564
N  -2.236  0.608  -0.267
N  0.524  1.126  1.015
H  1.212  -0.911  -0.919
H  -2.867  -1.298  0.533

Results
Total charge   +1
SMILES   N[N+]1(N)C=CN=N1
E_HOMO   -15.76 eV
Spin multiplicity   1

Atom charges from the natural (NBO) analysis, given in e for atoms 1 to 5:
1. C -0.046
2. H 0.389
3. N 0.069
4. H 0.386
5. N 0.113

***

Preferred: model 1; penalty for the next structure: 53.5 kcal/mol.

***

Model 1:
One molecule with the formula C4H10NOP, computed with ωB97M-V with the def2-TZVPD basis set.

Geometry (Å):
H  1.756  -2.474  -0.049
C  0.333  1.468  0.242
H  -2.719  -0.128  1.683
C  0.942  0.146  -0.265
H  0.407  1.339  1.226
H  0.546  2.337  -0.244
P  -2.003  -0.236  0.392
H  -1.366  1.571  -1.103
C  0.668  -2.205  0.091
H  0.728  0.100  -1.354
O  -2.916  -0.829  -0.577
H  1.987  0.304  -0.327
H  0.253  -2.257  -0.858
C  -1.119  1.430  -0.037
N  0.587  -0.934  0.583
H  -1.574  2.160  0.448
H  0.093  -2.850  0.776

Results
<S²>   2.008
E_HOMO (spin up / spin down)   -7.02 / -9.82 eV
Spin multiplicity   3

Atom charges from the natural (NBO) analysis, given in e for atoms 1 to 5:
1. H 0.215
2. C -0.415
3. H -0.094
4. C -0.308
5. H 0.213

***

Model 2:
One molecule with the formula C4H10NOP, computed with ωB97M-V with the def2-TZVPD basis set.

Geometry (Å):
H  -0.995  -2.157  -1.088
H  -1.905  -0.371  1.267
O  0.475  -0.622  -0.024
C  2.093  1.303  0.179
H  -2.352  -1.277  -1.709
C  -1.307  -1.333  -1.635
N  1.882  -0.738  1.654
H  -0.784  -1.548  -2.495
H  -3.026  0.265  -0.125
H  -2.326  1.318  1.050
H  2.841  1.663  0.943
C  1.472  -0.073  0.685
H  2.839  1.221  -0.664
C  -2.057  0.315  0.435
H  1.224  2.022  0.193
H  2.634  -0.245  2.262
P  -0.708  0.257  -0.928

Results
<S²>   2.003
E_HOMO (spin up / spin down)   -4.76 / -9.70 eV
Spin multiplicity   3

Atom charges from the natural (NBO) analysis, given in e for atoms 1 to 5:
1. H 0.240
2. H 0.243
3. O -0.789
4. C -0.729
5. H 0.227

***

Preferred: model 1; penalty for the next structure: 29.9 kcal/mol.

***

Model 1:
C4H10N2OS as an isolated structure, computed with ωB97M-V with the def2-TZVPD basis set.

Geometry (Å):
C  -0.886  0.400  0.783
H  0.867  0.788  1.610
H  -1.224  -1.129  -0.761
N  -2.676  0.340  -0.743
H  1.641  0.219  -1.539
C  1.303  -0.848  0.315
H  0.680  -1.568  -0.227
C  -1.789  -0.544  -0.018
H  -2.245  -1.129  0.774
O  -1.392  1.391  1.291
H  -3.024  1.114  -0.205
H  2.879  -0.818  -1.165
H  1.814  -1.390  1.112
N  0.409  0.091  1.035
H  -3.399  -0.110  -1.276
S  3.192  1.215  0.030
H  1.640  2.102  -0.378
C  2.212  -0.124  -0.638

Results
E_HOMO   -9.07 eV
Spin multiplicity   1

Atom charges from the natural (NBO) analysis, given in e for atoms 1 to 5:
1. C 0.675
2. H 0.412
3. H 0.191
4. N -0.852
5. H 0.222

***

Model 2:
A 2-piece molecular cluster, C4H10N2OS overall, computed with ωB97M-V with the def2-TZVPD basis set.

Geometry (Å):
O  -0.077  0.599  -1.626
H  1.292  1.084  1.663
H  -0.406  -2.368  -0.140
C  -0.650  1.571  1.253
C  0.137  -1.522  -0.534
H  1.509  -0.073  -0.043
H  -1.032  2.020  0.347
H  2.161  -1.736  -0.050
C  1.313  -1.144  0.312
N  0.748  2.009  1.497
H  1.299  2.434  0.725
N  -1.544  -0.983  -2.142
S  1.224  -1.363  2.151
H  -0.708  0.497  1.014
H  -1.771  -1.967  -2.309
H  -1.178  1.871  2.145
H  -1.926  -0.325  -2.827
C  -0.392  -0.603  -1.435

Results
E_HOMO   -8.58 eV
Spin multiplicity   1

Atom charges from the natural (NBO) analysis, given in e for atoms 1 to 5:
1. O -0.563
2. H 0.353
3. H 0.227
4. C -0.410
5. C -0.033

***

Model 3:
One molecule with the formula C4H10N2OS, computed with ωB97M-V with the def2-TZVPD basis set.

Geometry (Å):
H  -1.273  -1.787  1.761
H  1.169  -0.669  -0.594
H  -0.773  -2.542  0.314
C  -0.576  -1.691  0.972
C  0.723  1.746  0.045
N  -2.447  0.122  -1.609
C  2.004  0.904  0.223
N  -0.844  -0.578  0.075
H  -2.273  1.099  -1.316
O  2.029  -0.170  -0.651
H  0.423  -1.681  1.384
H  0.696  2.712  0.575
H  2.074  0.656  1.262
H  -1.868  -1.789  -1.201
S  -0.721  1.018  0.833
C  -1.774  -0.722  -0.972
H  2.880  1.438  -0.068
H  0.550  1.935  -1.033

Results
SMILES   [H]/N=C\N(C)SCCO
E_HOMO   -9.29 eV
Spin multiplicity   1

Atom charges from the natural (NBO) analysis, given in e for atoms 1 to 5:
1. H 0.193
2. H 0.482
3. H 0.202
4. C -0.406
5. C -0.578

***

Model 4:
One molecule with the formula C4H10N2OS, computed with ωB97M-V with the def2-TZVPD basis set.

Geometry (Å):
C  -0.601  0.967  1.737
C  0.617  -0.481  -0.842
H  -0.783  0.931  2.798
C  -0.911  -0.383  1.091
H  0.416  1.236  1.571
H  -1.256  1.759  1.333
O  0.954  -2.371  0.302
H  -1.959  -0.661  1.267
H  1.023  1.585  -1.393
S  -1.900  0.286  -1.318
C  1.124  0.572  -1.798
H  -0.287  -1.192  1.545
N  1.476  -1.376  -0.522
N  -0.688  -0.404  -0.347
H  2.168  0.353  -1.993
H  0.591  0.501  -2.729
H  1.709  -2.932  0.420
H  -1.691  1.607  -1.122

Results
SMILES   CCN(S)/C(C)=N\O
E_HOMO   -8.77 eV
Spin multiplicity   1

Atom charges from the natural (NBO) analysis, given in e for atoms 1 to 5:
1. C -0.626
2. C 0.372
3. H 0.218
4. C -0.224
5. H 0.206

***

Preferred: model 3; penalty for the next structure: 12.0 kcal/mol.

***

Model 1:
C4H10N2OS as an isolated structure, computed with ωB97M-V with the def2-TZVPD basis set.

Geometry (Å):
H  1.154  -0.346  1.916
H  -2.257  -1.255  -0.139
H  3.445  -0.086  -0.974
C  1.313  0.576  1.236
N  -1.490  -0.033  -0.440
N  -0.643  -1.899  0.231
H  -0.311  -2.464  1.155
H  2.370  0.819  1.424
H  0.661  1.443  1.776
H  -1.329  1.100  -2.049
C  -0.356  -0.597  -0.229
C  1.073  0.053  -0.198
H  -0.488  2.090  -0.394
S  2.338  -1.110  -0.807
O  -2.003  -2.200  -0.094
H  0.852  0.702  -1.179
C  -1.577  1.377  -0.813
H  -2.752  1.829  -0.421

Results
E_HOMO   -8.41 eV
Spin multiplicity   1

Atom charges from the natural (NBO) analysis, given in e for atoms 1 to 5:
1. H 0.222
2. H 0.469
3. H 0.146
4. C -0.641
5. N -0.583

***

Model 2:
One molecule with the formula C4H10N2OS, computed with ωB97M-V with the def2-TZVPD basis set.

Geometry (Å):
C  -0.739  1.150  -1.197
H  -0.879  -2.196  -1.307
H  0.133  1.574  1.584
S  2.777  -0.312  2.232
C  2.019  -0.189  0.675
N  -0.141  0.517  1.435
H  -0.189  2.061  -1.480
H  -1.486  0.955  0.466
C  0.150  -0.093  -0.668
N  0.770  0.170  0.473
H  -1.842  -1.092  -0.066
H  -0.054  -2.042  0.399
H  0.893  -0.358  -1.501
O  -1.876  1.290  -0.385
H  2.368  -0.629  -0.284
H  -0.098  -0.231  2.212
C  -0.633  -1.385  -0.374
H  -1.175  0.811  -2.215

Results
SMILES   C[C@@H](CO)N(N)C=S
E_HOMO   -8.69 eV
Spin multiplicity   1

Atom charges from the natural (NBO) analysis, given in e for atoms 1 to 5:
1. C -0.081
2. H 0.236
3. H 0.414
4. S -0.241
5. C -0.012

***

Preferred: model 2; penalty for the next structure: 64.0 kcal/mol.

***

Model 1:
A 2-piece molecular cluster, C4H10N2OS overall, computed with ωB97M-V with the def2-TZVPD basis set.

Geometry (Å):
C  0.690  -0.443  -0.700
H  5.524  1.708  0.543
H  0.707  0.587  -1.159
H  0.573  -1.081  -1.604
S  2.181  -0.804  0.091
C  -0.524  -0.314  0.016
O  -1.777  0.363  -1.858
H  -3.533  0.740  -0.459
C  -1.722  0.148  -0.667
H  -2.842  -1.583  0.869
H  4.142  0.884  0.185
N  -2.797  0.421  0.158
N  5.015  1.241  -0.201
H  5.559  0.451  -0.520
H  -3.024  -0.360  2.131
C  -3.278  -0.612  1.104
H  -4.351  -0.702  1.022
H  -0.542  -0.644  1.049

Results
E_HOMO   -8.25 eV
Spin multiplicity   1

Atom charges from the natural (NBO) analysis, given in e for atoms 1 to 5:
1. C -0.752
2. H 0.351
3. H 0.386
4. H 0.359
5. S -0.165

***

Model 2:
One molecule with the formula C4H10N2OS, computed with ωB97M-V with the def2-TZVPD basis set.

Geometry (Å):
H  2.471  0.985  -1.035
O  -1.033  -1.272  0.561
H  -1.981  0.656  0.514
H  -2.415  -1.196  -0.992
H  2.854  0.491  1.369
C  0.691  0.150  -0.318
H  2.723  -1.207  1.098
H  -1.771  -2.819  -0.594
S  -1.397  1.773  0.117
N  0.077  -1.108  -0.285
H  -2.927  -1.983  0.522
H  0.750  -1.834  -0.040
C  -2.099  -1.856  -0.174
H  4.043  -0.368  0.390
C  3.002  -0.283  0.630
N  0.208  1.322  -0.185
C  2.165  0.038  -0.622
H  2.312  -0.719  -1.401

Results
SMILES   CC/C(=N/S)NOC
E_HOMO   -8.19 eV
Spin multiplicity   1

Atom charges from the natural (NBO) analysis, given in e for atoms 1 to 5:
1. H 0.238
2. O -0.399
3. H 0.090
4. H 0.185
5. H 0.219

***

Preferred: model 2; penalty for the next structure: 24.3 kcal/mol.